The following is a quantum chemistry calculation of a cluster of 2 separate species, C10H15N2O4S in total, from OMol25.

The geometry in XYZ format:
```
32
C10H15N2O4S | OMol25 | the ωB97M-V functional and the def2-TZVPD basis
C -0.79 -1.97 3.53
C -0.54 -1.04 2.33
C 0.94 -0.69 2.13
C 1.10 0.56 1.29
C 1.13 1.74 2.25
S 1.39 3.43 1.46
C 0.58 3.27 -0.05
N -0.55 3.80 -0.41
N -0.72 3.50 -1.76
C 0.30 2.80 -2.09
O 1.18 2.63 -1.09
H -0.54 -3.00 3.25
H -0.10 -1.68 4.32
H -1.82 -1.93 3.90
H -1.10 -0.11 2.49
H -0.93 -1.53 1.43
H 1.42 -1.52 1.61
H 2.02 0.55 0.70
H 0.24 0.71 0.60
H 0.19 1.81 2.80
H 1.96 1.64 2.94
H 0.56 2.39 -3.04
C -0.49 -1.21 -3.79
C 0.26 -1.21 -2.47
O -0.76 -1.61 -1.55
C -1.71 -2.29 -2.22
O -2.60 -2.90 -1.73
O -1.51 -2.19 -3.57
H 0.13 -1.51 -4.64
H -0.96 -0.25 -4.00
H 1.06 -1.95 -2.44
H 0.66 -0.24 -2.20
```

The calculation puts the LUMO energy at 2.565 eV. For the HOMO energy, the calculation gives -1.57 eV. As for the net charge: -1. The value obtained for the HOMO-LUMO gap is 4.13 eV. For the calculated total energy, the calculation gives -32616.4298 eV.

Quick look at the natural (NBO) charges, all values in e: -0.609, -0.432, -0.661, -0.455, -0.457, 0.153, 0.280, -0.310, -0.306, 0.270, -0.423, 0.182, 0.204, 0.174, 0.163, 0.159, 0.140, 0.186, 0.135, 0.207, 0.224, 0.181, -0.100, -0.097, -0.469, 0.967, -0.571, -0.503, 0.192, 0.181, 0.184, 0.211

=====

The following is a quantum chemistry calculation of a cluster of 17 separate species, C40H124N10O17 in total, from OMol25.

The geometry in XYZ format:
```
191
C40H124N10O17 | OMol25 | the ωB97M-V functional and the def2-TZVPD basis
O -3.86 -0.90 3.59
H -3.08 -1.48 3.59
H -4.58 -1.46 3.90
O -3.73 -3.33 0.75
H -3.75 -3.65 -0.17
H -4.64 -3.42 1.06
O -3.96 -0.37 0.79
H -3.87 -0.30 1.75
H -3.98 -1.33 0.63
O 3.75 -0.47 -0.88
H 4.36 -1.02 -0.36
H 3.03 -0.24 -0.25
O -5.84 1.79 1.13
H -5.08 1.20 1.03
H -5.76 2.15 2.02
O -3.02 0.43 -1.92
H -3.49 0.14 -1.12
H -2.27 0.94 -1.61
O -1.76 -2.79 2.84
H -2.40 -3.01 2.14
H -1.22 -3.58 2.94
C -6.44 -4.82 -1.59
C -6.48 -3.45 -2.30
C -5.13 -3.21 -2.95
O -4.10 -3.12 -1.99
C -2.78 -3.03 -2.51
N -7.56 -3.53 -3.27
H -6.09 -5.55 -2.34
H -7.41 -5.15 -1.23
H -5.63 -4.88 -0.87
H -6.62 -2.67 -1.55
H -5.19 -2.26 -3.50
H -4.89 -3.96 -3.72
H -2.26 -2.37 -1.82
H -2.80 -2.52 -3.48
H -2.22 -3.97 -2.61
H -7.52 -4.45 -3.71
H -7.46 -2.83 -4.00
C 4.96 1.36 4.62
C 4.49 1.68 3.20
C 3.02 2.03 3.13
O 2.27 0.82 3.37
C 1.13 0.97 4.18
N 5.24 2.83 2.67
H 5.94 0.89 4.57
H 4.24 0.76 5.17
H 5.14 2.29 5.17
H 4.54 0.76 2.60
H 2.73 2.30 2.11
H 2.71 2.83 3.80
H 1.44 1.23 5.21
H 0.59 0.03 4.24
H 0.49 1.81 3.88
H 6.24 2.71 2.79
H 5.18 2.77 1.65
C 3.56 2.14 -2.88
C 3.74 3.24 -1.85
C 2.39 3.81 -1.41
O 1.75 4.25 -2.61
C 0.57 4.99 -2.38
N 4.34 2.58 -0.66
H 3.13 2.50 -3.81
H 2.98 1.29 -2.50
H 4.53 1.75 -3.19
H 4.35 4.05 -2.26
H 2.46 4.58 -0.63
H 1.76 3.00 -1.02
H -0.31 4.38 -2.12
H 0.33 5.57 -3.26
H 0.76 5.66 -1.53
H 5.25 2.28 -0.99
H 3.75 1.75 -0.60
C -0.13 -1.13 -0.64
C 0.65 -0.01 0.04
C -0.24 1.05 0.70
O -0.93 1.69 -0.34
C -1.67 2.83 0.10
N 1.60 -0.61 0.99
H -0.59 -0.76 -1.57
H -1.00 -1.45 -0.06
H 0.47 -1.95 -1.01
H 1.16 0.49 -0.80
H 0.40 1.73 1.28
H -0.89 0.44 1.35
H -0.95 3.66 0.09
H -2.18 2.67 1.05
H -2.45 3.04 -0.64
H 1.21 -1.49 1.30
H 1.76 -0.02 1.81
C 2.39 -8.66 1.10
C 2.00 -8.80 -0.36
C 1.79 -7.51 -1.12
O 0.64 -6.87 -0.61
C 0.23 -5.78 -1.41
N 2.91 -9.73 -1.07
H 1.55 -8.33 1.71
H 3.21 -7.94 1.20
H 2.73 -9.60 1.53
H 1.00 -9.28 -0.33
H 1.90 -7.58 -2.21
H 2.68 -6.92 -0.84
H -0.86 -5.87 -1.51
H 0.53 -5.91 -2.46
H 0.52 -4.80 -1.03
H 3.04 -10.53 -0.45
H 2.42 -10.10 -1.88
C 3.81 -2.63 3.72
C 4.18 -2.93 2.27
C 5.56 -2.36 1.97
O 5.70 -2.28 0.56
C 7.00 -1.98 0.11
N 4.17 -4.40 2.04
H 4.73 -2.72 4.30
H 3.02 -3.31 4.03
H 3.31 -1.66 3.79
H 3.49 -2.55 1.52
H 6.35 -2.92 2.49
H 5.64 -1.32 2.33
H 7.76 -2.67 0.50
H 7.29 -0.94 0.30
H 7.02 -2.09 -0.97
H 4.67 -4.90 2.77
H 4.69 -4.55 1.18
C 0.25 1.07 -4.06
C -0.07 1.06 -5.55
C -1.56 1.15 -5.82
O -2.09 -0.09 -5.39
C -3.48 -0.27 -5.31
N 0.61 2.19 -6.19
H 1.31 0.90 -3.87
H -0.27 0.22 -3.60
H -0.02 2.00 -3.57
H 0.29 0.15 -6.04
H -1.78 1.29 -6.88
H -2.01 1.96 -5.23
H -3.92 0.43 -4.59
H -3.65 -1.31 -5.03
H -3.98 -0.08 -6.27
H 0.19 3.08 -5.94
H 1.58 2.27 -5.90
C 2.48 -2.08 -2.57
C 3.15 -2.52 -3.88
C 2.14 -2.97 -4.93
O 1.49 -4.13 -4.45
C 0.20 -4.33 -4.97
N 3.86 -1.37 -4.47
H 1.67 -1.38 -2.81
H 3.21 -1.54 -1.93
H 2.01 -2.94 -2.09
H 3.92 -3.28 -3.75
H 2.69 -3.13 -5.86
H 1.37 -2.21 -5.13
H -0.40 -3.43 -4.79
H -0.30 -5.15 -4.45
H 0.28 -4.67 -6.01
H 3.29 -0.56 -4.66
H 4.66 -1.12 -3.90
C -0.45 9.05 4.37
C -0.88 9.16 2.91
C -1.07 7.77 2.30
O 0.18 7.12 2.23
C 0.07 5.78 1.81
N -2.10 9.97 2.77
H -0.11 10.03 4.71
H 0.31 8.28 4.50
H -1.25 8.69 5.03
H -0.01 9.57 2.38
H -1.58 7.81 1.34
H -1.74 7.20 2.97
H -0.72 5.63 1.07
H -0.10 5.18 2.71
H 1.00 5.46 1.34
H -2.65 9.71 3.59
H -1.84 10.93 3.01
C -3.04 2.90 4.03
C -3.67 4.20 4.56
C -5.14 3.93 4.91
O -5.77 3.45 3.75
C -7.09 2.99 3.96
N -2.86 4.71 5.69
H -2.89 2.17 4.84
H -2.06 3.06 3.58
H -3.70 2.41 3.32
H -3.60 4.96 3.78
H -5.64 4.83 5.29
H -5.13 3.14 5.68
H -7.17 2.24 4.76
H -7.48 2.56 3.05
H -7.73 3.83 4.26
H -1.97 4.89 5.21
H -2.50 3.95 6.26
```

The calculation puts the LUMO energy at 0.035 eV. For the HOMO energy, the calculation gives -8.53 eV. As for the energy relative to the best compared isomer or geometry (same formula, charge and spin): 71.9 kJ/mol. The value obtained for the HOMO-LUMO gap is 8.57 eV. For the calculated total energy, the calculation gives -93194.5163 eV.

Here are the Mulliken charges for atoms 1 to 99, given in e: -0.586, 0.300, 0.267, -0.548, 0.154, 0.260, -0.245, 0.203, 0.085, -0.475, 0.036, -0.023, -0.650, 0.331, 0.484, -0.417, 0.270, 0.088, -0.623, 0.318, 0.311, -1.326, 0.264, -0.516, 0.075, 0.207, -0.689, 0.376, 0.378, 0.212, 0.258, 0.125, 0.381, -0.391, -0.073, 0.255, 0.287, 0.272, -1.731, 2.146, -0.983, 0.014, -1.067, -0.808, 0.402, 0.314, 0.461, -0.838, -0.214, 0.614, 0.357, 0.247, 0.220, 0.335, 0.298, -0.715, -0.378, 0.564, -0.360, -0.516, -0.353, 0.315, 0.068, 0.447, 0.478, 0.388, -0.695, 0.018, 0.289, 0.308, 0.299, -0.089, -1.090, 4.275, -1.584, 1.238, -0.647, -0.136, -0.469, 0.185, 0.037, -1.991, 0.254, 0.232, -0.092, -0.038, 0.293, 0.300, -0.273, -1.380, 0.702, -0.586, -0.416, -0.475, -0.765, 0.297, 0.264, 0.418, 0.171

=====

The following is a quantum chemistry calculation of an isolated molecule of C15H12INO3, from OMol25.

The geometry in XYZ format:
```
32
C15H12INO3 | OMol25 | the ωB97M-V functional and the def2-TZVPD basis
O -2.49 3.73 -3.44
C -3.43 3.80 -2.41
C -4.30 2.52 -2.53
O -3.58 1.30 -2.87
C -2.64 0.90 -2.00
N -2.86 0.94 -0.67
C -1.88 0.46 0.24
C -0.67 0.03 -0.24
C 0.32 -0.40 0.64
C 1.15 -1.02 1.29
C 2.21 -1.64 1.95
C 2.55 -3.03 1.73
C 3.61 -3.57 2.46
C 4.31 -2.80 3.41
O 5.36 -3.41 4.04
C 4.09 -1.45 3.45
C 2.92 -0.90 2.84
C -0.42 0.04 -1.58
C -1.42 0.45 -2.44
I -0.73 0.63 -4.61
H -2.61 2.87 -3.87
H -4.02 4.74 -2.46
H -2.78 3.77 -1.46
H -4.95 2.81 -3.36
H -4.95 2.49 -1.67
H -1.87 0.48 1.35
H 2.03 -3.65 1.00
H 3.84 -4.63 2.21
H 5.30 -4.32 3.95
H 4.69 -0.77 4.12
H 2.76 0.17 2.97
H 0.46 -0.54 -1.99
```

The calculation puts the LUMO energy at -0.162 eV. For the HOMO energy, the calculation gives -8.45 eV. As for the energy relative to the best compared isomer or geometry (same formula, charge and spin): 156.2 kJ/mol. The value obtained for the HOMO-LUMO gap is 8.28 eV. Its SMILES is OCCOc1ncc(C#Cc2ccc(O)cc2)cc1I. For the calculated total energy, the calculation gives -31478.9221 eV.

Quick look at the natural (NBO) charges, all values in e: -0.727, -0.088, -0.113, -0.496, 0.414, -0.439, 0.072, -0.197, -0.054, 0.119, -0.192, -0.153, -0.280, 0.297, -0.657, -0.265, -0.146, -0.182, -0.079, 0.077, 0.474, 0.188, 0.169, 0.201, 0.205, 0.224, 0.225, 0.217, 0.476, 0.231, 0.227, 0.251

=====

The following is a quantum chemistry calculation of a structure of composition C35H39InN4OSi, from OMol25.

The geometry in XYZ format:
```
81
C35H39InN4OSi | OMol25 | the ωB97M-V functional and the def2-TZVPD basis
In 1.47 -1.67 0.19
C -2.00 -1.93 0.91
C -2.05 -3.33 0.29
C -1.50 -3.42 -1.11
C -2.36 -3.53 -2.20
C -1.83 -3.68 -3.47
C -0.46 -3.69 -3.63
C 0.33 -3.53 -2.50
N -0.17 -3.39 -1.27
N -0.75 -1.56 1.60
C -0.91 -0.17 2.03
C 0.36 0.52 2.46
C 0.29 1.83 2.93
C 1.46 2.46 3.34
C 2.65 1.76 3.27
C 2.63 0.46 2.77
N 1.51 -0.14 2.37
C -0.52 -2.40 2.79
C 0.24 -3.68 2.52
C -0.06 -4.86 3.20
C 0.70 -5.99 2.95
C 1.73 -5.92 2.02
C 1.95 -4.71 1.38
N 1.23 -3.62 1.64
H -2.83 -1.85 1.63
H -2.18 -1.18 0.13
H -3.09 -3.66 0.27
H -1.51 -4.05 0.91
H -3.44 -3.55 -2.04
H -2.49 -3.80 -4.33
H 0.00 -3.84 -4.60
H 1.41 -3.52 -2.57
H -1.65 -0.12 2.85
H -1.34 0.39 1.20
H -0.67 2.33 3.00
H 1.43 3.47 3.73
H 3.59 2.20 3.60
H 3.54 -0.12 2.69
H -1.47 -2.63 3.28
H 0.08 -1.83 3.50
H -0.88 -4.88 3.91
H 0.48 -6.92 3.46
H 2.34 -6.78 1.79
H 2.74 -4.61 0.65
C -1.30 0.50 -3.43
C 0.10 0.94 -3.38
C 1.15 -0.07 -3.38
C 0.44 2.35 -3.59
Si 0.00 2.28 -0.43
O 0.00 0.84 -0.99
C 1.60 3.10 -0.07
C 1.78 4.44 0.26
C 3.05 4.95 0.49
C 4.16 4.12 0.39
C 4.00 2.77 0.08
C 2.73 2.27 -0.15
C -1.59 3.20 -0.33
C -1.67 4.58 -0.51
C -2.90 5.23 -0.44
C -4.05 4.51 -0.17
C -3.99 3.13 0.01
C -2.77 2.48 -0.08
H -1.44 0.03 -4.42
H -2.01 1.31 -3.33
H -1.47 -0.30 -2.70
H 1.22 -0.43 -4.42
H 0.89 -0.93 -2.76
H 2.13 0.33 -3.11
H 0.51 2.45 -4.68
H 1.42 2.62 -3.19
H -0.35 3.04 -3.27
H 0.92 5.10 0.37
H 3.17 6.00 0.74
H 5.15 4.52 0.57
H 4.87 2.13 0.01
H 2.61 1.22 -0.41
H -0.78 5.16 -0.73
H -2.95 6.30 -0.60
H -5.00 5.02 -0.11
H -4.89 2.56 0.21
H -2.73 1.39 0.02
```

The calculation puts the LUMO energy at -6.464 eV. For the HOMO energy, the calculation gives -12.64 eV. As for the energy relative to the best compared isomer or geometry (same formula, charge and spin): 283.1 kJ/mol. As for the net charge: +2. The value obtained for the HOMO-LUMO gap is 6.18 eV. For the calculated total energy, the calculation gives -57975.4404 eV.

Quick look at the Mulliken charges, all values in e: 1.061, -0.878, -0.836, 0.473, -0.895, -0.464, -0.695, -0.471, 0.086, 1.384, 0.594, 0.399, -0.323, -0.529, -0.604, -0.722, -0.111, -1.259, 0.423, -0.853, -0.408, -0.852, -0.163, 0.093, 0.594, -0.099, 0.626, 0.236, 0.452, 0.463, 0.488, 0.508, 0.607, -1.707, 0.442, 0.465, 0.493, 0.457, 0.357, 0.583, 0.473, 0.451, 0.427, 0.447, -0.797, 1.253, -0.532, -1.536, -1.697, 0.978, 1.400, -0.763, -0.851, -0.584, -0.796, -0.185, 1.464, -0.691, -0.783, -0.565, -0.714, -0.017, 0.457, 0.360, -0.058, 0.478, -0.332, 0.308, 0.505, 0.370, 0.387, 0.247, 0.456, 0.429, 0.490, 0.311, 0.369, 0.449, 0.414, 0.468, 0.096

=====

The following is a quantum chemistry calculation of a structure of composition C21H42Br3NP, from OMol25.

The geometry in XYZ format:
```
68
C21H42Br3NP | OMol25 | the ωB97M-V functional and the def2-TZVPD basis
C 7.00 -1.65 -0.72
C 6.50 -0.25 -0.32
C 5.40 -0.37 0.74
C 4.79 1.00 1.13
P 2.96 1.21 0.54
C 2.30 1.70 2.29
C 0.78 1.45 2.44
C -0.11 2.65 2.03
C -0.78 2.48 0.65
C -2.23 3.01 0.64
C -2.83 3.17 -0.78
C -2.40 2.07 -1.76
C -2.95 0.70 -1.31
C -2.40 -0.47 -2.12
C -2.95 -1.86 -1.71
C -3.03 -2.00 -0.17
C -2.77 -3.42 0.36
N -2.13 -3.33 1.68
C -2.85 -2.79 2.69
C -2.01 -2.78 3.78
C -0.78 -3.33 3.39
C -0.88 -3.66 2.06
H 7.61 -2.07 0.09
H 7.59 -1.62 -1.64
H 6.13 -2.30 -0.86
H 7.35 0.30 0.11
H 6.13 0.29 -1.19
H 5.85 -0.83 1.63
H 4.61 -1.05 0.40
H 5.39 1.76 0.60
H 4.93 1.17 2.20
H 2.69 -0.23 0.80
H 1.62 1.41 -0.01
H 3.25 2.64 0.25
H 3.42 0.85 -0.82
H 2.84 1.15 3.07
H 2.53 2.77 2.45
H 0.63 1.22 3.50
H 0.56 0.52 1.89
H -0.87 2.77 2.81
H 0.53 3.54 2.03
H -0.17 2.95 -0.14
H -0.78 1.41 0.45
H -2.32 3.90 1.26
H -2.82 2.24 1.15
H -3.92 3.08 -0.67
H -2.60 4.17 -1.16
H -1.32 2.05 -1.85
H -2.84 2.30 -2.74
H -4.05 0.67 -1.36
H -2.70 0.63 -0.25
H -2.67 -0.31 -3.18
H -1.31 -0.54 -2.09
H -2.32 -2.63 -2.15
H -3.94 -1.99 -2.18
H -2.23 -1.37 0.24
H -3.96 -1.57 0.19
H -2.18 -4.03 -0.33
H -3.75 -3.88 0.54
H -3.86 -2.43 2.62
H -2.27 -2.38 4.75
H 0.10 -3.44 4.00
H -0.13 -4.09 1.41
C -3.87 -0.04 -6.37
Br -4.18 1.28 -5.00
Br -2.20 -0.97 -6.12
Br -5.35 -1.27 -6.52
H -3.80 0.48 -7.31
```

The calculation puts the LUMO energy at 1.370 eV. For the HOMO energy, the calculation gives -3.12 eV. As for the net charge: -1. The value obtained for the HOMO-LUMO gap is 4.49 eV. For the calculated total energy, the calculation gives -243361.3199 eV.

Quick look at the natural (NBO) charges, all values in e: -0.607, -0.387, -0.407, -0.724, 0.689, -0.720, -0.409, -0.397, -0.412, -0.398, -0.390, -0.394, -0.415, -0.386, -0.393, -0.420, -0.195, -0.324, -0.098, -0.294, -0.308, -0.058, 0.188, 0.189, 0.199, 0.178, 0.200, 0.173, 0.198, 0.186, 0.184, -0.217, -0.189, -0.231, -0.194, 0.183, 0.181, 0.182, 0.201, 0.180, 0.202, 0.211, 0.203, 0.199, 0.183, 0.184, 0.197, 0.221, 0.184, 0.185, 0.211, 0.193, 0.210, 0.196, 0.187, 0.222, 0.205, 0.207, 0.193, 0.209, 0.211, 0.219, 0.215, -0.499, 0.105, 0.103, 0.077, 0.222